{
  "formula": "C22H45B3O18",
  "method": "ωB97M-V/def2-TZVPD",
  "orbital_gap_ha": 0.387,
  "homo_energy_ev": -10.07,
  "e_tot_ev": -62434.54805,
  "total_charge": 0,
  "symbols": ["C", "C", "O", "C", "B", "O", "B", "O", "B", "C", "C", "O", "C", "O", "O", "H", "H", "H", "H", "H", "H", "H", "H", "H", "H", "H", "H", "H", "C", "C", "O", "C", "O", "O", "C", "H", "H", "H", "H", "H", "H", "H", "H", "C", "C", "O", "C", "O", "O", "C", "H", "H", "H", "H", "H", "H", "H", "H", "C", "C", "O", "C", "O", "O", "C", "H", "H", "H", "H", "H", "H", "H", "H", "C", "C", "O", "C", "O", "O", "C", "H", "H", "H", "H", "H", "H", "H", "H"],
  "coordinates": [[-3.197526, 2.801165, 5.600181], [-3.149665, 2.727516, 4.058025], [-4.390390, 3.201900, 3.590520], [-4.321435, 3.717234, 2.264989], [-3.544863, 2.757731, 1.243466], [-4.039082, 1.531803, 0.831634], [-3.053150, 0.557112, 0.968965], [-1.718639, 0.836406, 0.743075], [-1.371211, 2.139052, 1.081546], [-0.006366, 2.551921, 1.754242], [0.054528, 4.059303, 1.981648], [1.235890, 4.425459, 2.715301], [1.311844, 5.760854, 2.893284], [1.908057, 6.432122, 2.180668], [-2.290135, 3.140836, 0.771065], [-2.304532, 2.358857, 6.039208], [-3.274836, 3.857969, 5.864417], [-4.127503, 2.321012, 5.907265], [-2.293374, 3.336039, 3.743213], [-3.018862, 1.657605, 3.819068], [-3.968014, 4.756425, 2.215186], [-5.360080, 3.760404, 1.903666], [-3.416107, -0.533076, 1.267647], [0.851550, 2.281485, 1.127237], [0.165896, 2.053971, 2.717732], [0.112966, 4.527727, 0.990369], [-0.836821, 4.467876, 2.471420], [0.809379, 6.229452, 3.757507], [2.638770, 1.426861, -4.201309], [2.970266, 0.825114, -2.851962], [3.875009, 1.663487, -2.119178], [3.319486, 2.711024, -1.504514], [2.146218, 2.991562, -1.501917], [4.288750, 3.397303, -0.899108], [3.841607, 4.593833, -0.253216], [3.552658, 1.655089, -4.752082], [2.032546, 0.737905, -4.789851], [2.088082, 2.360924, -4.088518], [3.479585, -0.126376, -2.990735], [2.069222, 0.628716, -2.269796], [3.012063, 4.390696, 0.420725], [3.553693, 5.335497, -0.997393], [4.673845, 4.983102, 0.326885], [3.462242, -6.765921, -4.146936], [2.845133, -6.483978, -2.793335], [3.709060, -5.667847, -1.988882], [3.688918, -4.362040, -2.255728], [3.012133, -3.813862, -3.087813], [4.567788, -3.762188, -1.444787], [4.701519, -2.358643, -1.669901], [4.461599, -7.188303, -4.029820], [2.845651, -7.466317, -4.710535], [3.564230, -5.850224, -4.730189], [2.715446, -7.416374, -2.245753], [1.862671, -6.021283, -2.888965], [3.733532, -1.863196, -1.646217], [5.199841, -2.178727, -2.622613], [5.318970, -1.955831, -0.871151], [4.886432, -12.106043, 0.455974], [4.506208, -11.091657, 1.514449], [5.448564, -10.012590, 1.562643], [5.297253, -9.074674, 0.624245], [4.444766, -9.055022, -0.228594], [6.261608, -8.167849, 0.786895], [6.259563, -7.131740, -0.199410], [5.913658, -12.443620, 0.602328], [4.221056, -12.969001, 0.494936], [4.828185, -11.670946, -0.541856], [4.530075, -11.558034, 2.498452], [3.496635, -10.710450, 1.359340], [5.281655, -6.663240, -0.278387], [6.566400, -7.535638, -1.164202], [6.982108, -6.381603, 0.111853], [-9.837961, 8.301511, -0.728254], [-8.501310, 8.047829, -0.063074], [-8.415342, 6.706187, 0.436412], [-8.128720, 5.772276, -0.472757], [-7.927248, 5.959002, -1.645248], [-8.118138, 4.586105, 0.143253], [-7.890961, 3.478969, -0.728738], [-10.655388, 8.045258, -0.052432], [-9.930804, 9.349261, -1.015164], [-9.953066, 7.688202, -1.622068], [-8.389404, 8.700025, 0.802003], [-7.671690, 8.257723, -0.738513], [-6.993081, 3.625171, -1.326840], [-8.755755, 3.324300, -1.373186], [-7.753350, 2.594124, -0.112010]],
  "forces_ev_per_a": [[-0.357, 0.429, -1.003], [0.016, -0.304, 1.732], [0.364, 0.233, -0.347], [-0.871, -0.279, -1.044], [-0.336, 1.040, -0.612], [0.721, -0.003, 1.156], [-0.518, -0.644, -1.008], [-0.306, 0.217, 1.245], [0.771, 0.377, -1.112], [0.241, 0.399, 0.386], [-0.128, -0.028, -0.841], [-0.457, -0.834, 0.434], [-1.867, -1.549, 2.483], [2.744, 2.993, -3.149], [-0.055, -0.455, 1.145], [-0.159, -0.077, 0.120], [0.112, -0.096, 0.204], [0.253, -0.176, 0.280], [-0.148, -0.110, -0.430], [0.164, 0.217, -0.491], [0.290, -0.186, 0.300], [0.059, 0.034, 0.195], [0.164, -0.104, -0.118], [-0.149, -0.132, -0.032], [-0.217, -0.179, -0.156], [-0.038, 0.142, 0.164], [0.081, -0.186, 0.124], [-0.332, -0.728, 0.258], [0.002, 0.291, -0.009], [-0.286, -0.218, -0.404], [-0.004, -0.029, 0.204], [0.105, 0.022, -0.067], [0.068, -0.072, 0.072], [-0.083, -0.103, -0.046], [-0.056, 0.280, 0.218], [0.011, -0.138, -0.009], [0.031, -0.030, 0.028], [-0.066, -0.066, 0.052], [0.196, 0.118, 0.100], [0.034, 0.184, 0.078], [-0.040, 0.012, -0.089], [-0.118, -0.056, 0.021], [0.111, -0.175, -0.095], [0.201, 0.247, -0.084], [-0.260, -0.447, -0.323], [-0.033, 0.170, 0.163], [0.066, -0.132, -0.101], [0.050, 0.003, 0.122], [-0.088, -0.043, 0.005], [0.139, 0.282, 0.059], [-0.074, -0.122, 0.049], [-0.004, -0.014, 0.047], [-0.106, -0.003, 0.010], [0.189, 0.117, 0.201], [0.112, 0.190, 0.007], [-0.026, -0.095, -0.082], [-0.133, 0.020, -0.044], [0.019, -0.213, 0.057], [0.148, 0.112, -0.216], [-0.238, -0.443, -0.040], [-0.050, 0.166, 0.057], [0.098, -0.052, -0.020], [0.054, 0.012, 0.089], [-0.092, -0.079, 0.035], [0.033, 0.312, -0.161], [-0.052, -0.062, 0.108], [0.004, 0.014, 0.040], [-0.101, 0.016, 0.033], [0.175, 0.182, 0.058], [0.089, 0.133, -0.107], [-0.018, -0.111, -0.077], [-0.135, -0.009, -0.018], [0.053, -0.165, 0.178], [-0.120, -0.245, -0.108], [-0.144, 0.481, -0.151], [0.174, -0.110, 0.037], [-0.161, 0.061, 0.031], [0.035, -0.037, 0.114], [0.088, 0.077, 0.016], [0.076, -0.358, -0.129], [0.041, 0.112, 0.067], [0.026, -0.001, 0.035], [0.091, 0.056, -0.027], [0.026, -0.223, 0.137], [-0.020, -0.190, -0.050], [-0.091, 0.111, -0.071], [0.078, 0.088, -0.091], [-0.063, 0.161, 0.203]],
  "lowdin_charge": [-0.05, -0.27, -0.13, -0.07, -0.50, 0.27, -0.31, 0.27, -0.52, -0.01, -0.20, -0.04, -0.40, 0.16, 0.29, 0.08, 0.08, 0.08, 0.12, 0.13, 0.13, 0.12, 0.12, 0.12, 0.13, 0.14, 0.12, 0.15, -0.06, -0.21, 0.04, -0.60, 0.12, 0.01, -0.03, 0.08, 0.08, 0.08, 0.10, 0.13, 0.08, 0.10, 0.10, -0.06, -0.20, 0.02, -0.60, 0.12, 0.00, -0.04, 0.08, 0.08, 0.08, 0.12, 0.12, 0.08, 0.10, 0.10, -0.07, -0.22, 0.04, -0.60, 0.12, 0.01, -0.03, 0.08, 0.08, 0.07, 0.12, 0.12, 0.08, 0.10, 0.10, -0.07, -0.21, 0.04, -0.61, 0.12, 0.00, -0.04, 0.08, 0.08, 0.08, 0.12, 0.12, 0.10, 0.10, 0.09]
}